71
Properties=species:S:1:pos:R:3:forces:R:3:lowdin_charge:R:1 method="wB97M-V/def2-TZVPD" max_force_ev_per_a=0.401 total_energy_ha=-2874.36683 total_charge=0 homo_ev=-5.6
Be -3.142541 1.751351 1.010383 -0.2 0.2 0.3 -0.248
F 1.878200 -2.169703 0.041108 0.1 0.0 0.0 0.056
C 1.830347 -0.818441 -0.034346 0.1 0.1 0.1 -0.182
C 0.614831 -0.205020 0.044621 0.0 0.0 0.0 0.102
C 0.549844 1.187985 0.023776 -0.1 0.0 0.0 -0.030
C -0.753574 1.829555 0.170266 0.0 -0.1 0.1 -0.237
O -1.757008 1.108726 0.319536 0.0 0.0 -0.1 -0.030
C -0.777776 3.250959 0.152446 0.0 -0.1 0.0 -0.004
C 0.392925 3.920509 0.042438 0.0 0.1 0.0 0.060
N 1.615957 3.333337 -0.076384 0.1 -0.1 0.0 0.009
C 2.808403 4.142155 -0.112366 0.0 0.0 0.0 -0.267
C 3.586272 4.240144 -1.395341 0.0 0.0 0.0 -0.100
C 2.794353 5.413354 -0.896176 0.0 0.0 0.0 -0.079
C 1.715352 1.950458 -0.079594 0.0 0.0 0.0 -0.111
C 2.948853 1.293631 -0.183420 0.0 0.1 0.0 0.053
C 3.023948 -0.087988 -0.152644 -0.1 -0.2 -0.1 -0.136
N 4.305164 -0.701929 -0.272569 0.1 0.1 0.1 -0.103
C 5.364174 -0.243198 0.614090 0.0 -0.1 0.1 -0.128
C 6.655447 -0.156398 -0.210036 0.0 0.0 0.0 -0.072
N 6.513283 -1.135178 -1.346957 -0.1 0.0 0.0 0.049
C 5.913371 -2.416281 -0.844166 0.0 0.0 0.0 -0.074
C 4.436480 -2.134123 -0.519309 0.0 0.1 -0.1 -0.133
C -2.088615 4.018069 0.229196 0.1 0.0 0.1 -0.553
O -2.073133 5.182233 -0.139466 0.0 0.0 0.1 0.056
O -3.075975 3.351867 0.686935 0.1 -0.2 -0.2 -0.020
H -0.306044 -0.777805 0.157260 0.0 0.0 0.0 0.077
H 0.375866 5.001859 0.043006 0.0 0.0 0.0 0.146
H 3.369803 4.134521 0.815694 0.0 0.0 0.0 0.154
H 3.189593 3.707558 -2.249126 0.0 0.0 0.0 0.113
H 4.665786 4.279224 -1.333360 0.0 0.0 0.0 0.098
H 1.893824 5.666275 -1.436772 0.0 0.0 0.0 0.113
H 3.321641 6.256995 -0.476268 0.0 0.0 0.0 0.110
H 3.848827 1.876761 -0.317153 0.0 0.0 0.0 0.105
H 5.493166 -0.929868 1.460344 0.0 0.0 0.0 0.138
H 5.129521 0.731539 1.028719 0.0 0.0 0.0 0.128
H 7.540330 -0.435186 0.358875 0.0 0.0 0.0 0.135
H 6.803148 0.825864 -0.654956 0.0 0.0 0.0 0.134
H 7.397789 -1.283239 -1.828529 0.0 0.0 0.0 0.184
H 5.842502 -0.725677 -2.002326 0.0 0.0 0.0 0.183
H 6.492361 -2.700838 0.032156 0.0 0.0 0.0 0.135
H 6.028049 -3.183498 -1.605535 0.0 0.0 0.0 0.137
H 4.143896 -2.755720 0.330711 0.0 0.0 0.0 0.136
H 3.810962 -2.408083 -1.365937 0.0 0.0 0.0 0.137
S -4.898364 0.779667 0.498837 -0.1 0.1 0.0 0.744
C -5.431621 0.530384 2.142703 -0.1 -0.2 -0.1 -0.733
C -6.766216 0.025502 2.315538 0.2 0.0 0.0 -0.291
N -7.828901 -0.403592 2.424727 0.0 0.0 0.0 0.144
C -4.627101 0.722821 3.217536 0.1 -0.1 0.2 -0.742
S -2.977626 1.267089 3.059031 -0.1 0.0 0.0 0.700
C -5.098248 0.437723 4.543996 0.0 0.1 -0.1 -0.292
N -5.449088 0.227083 5.620127 0.0 0.0 0.0 0.140
C -1.779609 -3.981413 0.085210 -0.1 0.0 0.1 -0.304
P -2.544630 -2.322431 0.401175 0.1 0.0 -0.2 0.924
C -3.405045 -2.628483 1.989150 0.0 0.0 0.0 -0.281
C -3.901077 -2.431610 -0.823581 0.0 0.0 0.0 -0.425
C -3.765425 -1.722174 -2.013591 0.0 0.0 0.0 -0.132
C -4.765112 -1.742910 -2.974488 0.0 0.0 0.0 -0.093
C -5.926172 -2.467988 -2.748124 0.0 0.0 0.0 -0.093
C -6.074702 -3.178128 -1.565254 0.0 0.0 0.0 -0.082
C -5.066155 -3.162973 -0.613122 0.0 0.0 0.0 -0.094
H -2.516511 -4.787075 0.120898 0.0 0.0 0.0 0.032
H -1.005373 -4.179506 0.830605 0.0 0.0 0.0 0.023
H -1.312855 -3.977796 -0.901056 0.0 0.0 0.0 0.024
H -3.696906 -3.672132 2.120792 0.0 0.0 0.0 0.037
H -4.290074 -1.992302 2.034514 0.0 0.0 0.0 0.025
H -2.753363 -2.328308 2.809701 0.0 0.0 0.0 0.034
H -2.876654 -1.120213 -2.171117 0.0 0.0 0.0 0.093
H -4.651627 -1.169993 -3.886257 0.0 0.0 0.0 0.098
H -6.721056 -2.465698 -3.483002 0.0 0.0 0.0 0.098
H -6.984503 -3.733519 -1.376090 0.0 0.0 0.0 0.102
H -5.205605 -3.708806 0.312318 0.0 0.0 0.0 0.099


70
Properties=species:S:1:pos:R:3:forces:R:3:lowdin_charge:R:1 method="wB97M-V/def2-TZVPD" max_force_ev_per_a=1.809 total_energy_ha=-4707.88936 total_charge=+1 homo_ev=-11.1
N -1.468901 1.928731 0.826545 0.3 -0.3 -0.4 -0.269
P -0.169199 1.162244 0.418903 -1.1 0.7 1.2 0.720
C -0.137419 0.685865 -1.334297 0.2 0.0 0.0 -0.383
C -1.092059 0.876173 -2.280215 0.5 0.0 0.8 -0.019
N -0.611135 0.333299 -3.439769 -0.4 0.3 0.1 0.159
C 0.603641 -0.197342 -3.263917 -0.2 0.2 0.0 -0.282
C 1.375548 -0.845915 -4.350049 -0.2 -0.2 0.3 -0.079
C 2.070719 -2.177764 -3.997878 -0.1 0.0 -0.8 -0.185
C 1.426052 -3.364882 -4.736809 0.6 -0.4 0.8 -0.154
C 0.431350 -4.137395 -3.860029 -0.5 0.4 -0.5 -0.117
N -0.942242 -3.728764 -4.135736 0.6 -0.5 0.4 -0.133
C -1.687648 -4.158843 -5.192820 -0.6 0.6 0.2 -0.083
C -2.916596 -3.535930 -5.111605 0.4 -0.5 -0.5 -0.087
C -2.907982 -2.721694 -3.969504 0.3 0.3 0.3 -0.101
C -1.669614 -2.862289 -3.374356 -0.7 0.2 -0.5 -0.121
N 0.905240 0.029102 -1.979501 0.1 -0.2 -0.2 -0.405
Br 2.482602 -0.387893 -1.120007 0.0 0.2 -0.1 1.008
H -1.939217 1.405057 1.559231 -0.4 0.3 0.1 -0.021
H 0.973469 1.960285 0.609491 0.3 -0.4 -0.4 0.012
H 0.024113 -0.033392 1.130398 0.5 -0.1 -0.3 0.028
H -2.037338 1.364917 -2.147329 -0.2 0.0 -0.2 0.139
H -1.155516 0.333027 -4.288787 0.2 -0.3 -0.2 0.187
H 0.640374 -1.065314 -5.118733 -0.1 0.1 -0.2 0.122
H 2.043978 -0.105629 -4.782771 0.3 0.1 0.1 0.139
H 2.061588 -2.398368 -2.939690 0.0 0.1 0.3 0.054
H 3.110888 -2.107550 -4.294148 0.2 0.1 0.0 0.115
H 2.220615 -4.051647 -5.013296 0.1 -0.1 -0.1 0.115
H 0.947792 -3.045355 -5.655207 -0.1 0.0 -0.2 0.113
H 0.533553 -5.204894 -4.013541 -0.1 -0.2 -0.1 0.127
H 0.600392 -3.956832 -2.802899 0.2 0.0 0.1 0.118
H -1.318284 -4.854573 -5.918322 0.2 -0.2 -0.1 0.122
H -3.714809 -3.690723 -5.812346 -0.2 0.1 0.0 0.098
H -3.716100 -2.108536 -3.619819 -0.1 0.1 0.1 0.092
H -1.302223 -2.403885 -2.477465 0.3 -0.1 0.3 0.105
C 3.351927 -4.400572 1.084204 0.0 0.1 -0.1 0.029
C 3.617885 -3.099287 1.078134 0.0 0.0 0.0 -0.009
C 4.679718 -2.516975 1.930290 0.1 0.0 0.0 -0.387
O 4.903792 -1.324495 1.897959 0.0 0.0 -0.1 0.096
C 5.443229 -3.440371 2.800930 0.0 0.0 0.0 0.027
C 5.182113 -4.745822 2.814232 0.0 0.1 0.0 0.033
C 4.118131 -5.331487 1.957479 0.0 0.0 0.0 -0.379
O 3.878659 -6.516002 1.961581 0.0 0.0 0.0 0.126
H 2.579293 -4.846058 0.469666 0.0 0.0 0.0 0.121
H 3.088195 -2.382927 0.462720 -0.1 -0.2 0.1 0.018
H 6.214836 -2.994050 3.414711 0.0 0.0 0.0 0.126
H 5.726027 -5.440267 3.441155 0.0 0.0 0.0 0.128
C -6.638985 3.972760 3.311531 0.0 0.0 0.0 0.026
C -5.762956 3.036794 3.666705 0.0 0.0 0.0 0.020
C -4.363369 3.068968 3.176503 0.0 0.0 0.0 -0.385
O -3.563260 2.214168 3.497085 0.0 -0.1 -0.1 0.086
C -3.975393 4.184246 2.278091 0.0 0.0 0.0 0.012
C -4.850006 5.120754 1.922201 0.0 0.0 0.0 0.023
C -6.252602 5.089753 2.411063 0.0 0.0 0.0 -0.385
O -7.049166 5.941185 2.087284 0.0 0.0 0.0 0.117
H -7.665164 3.969477 3.655942 0.0 0.0 0.0 0.125
H -6.022994 2.215446 4.322126 0.0 0.0 0.0 0.123
H -2.948630 4.183196 1.933114 0.0 -0.1 0.0 0.099
H -4.589444 5.942528 1.267461 0.0 0.0 0.0 0.122
C 0.481518 3.885209 3.129780 0.0 0.0 -0.1 0.003
C 0.807044 5.173638 3.189546 0.0 -0.1 0.0 0.027
C 1.774898 5.676235 4.199487 0.0 0.0 0.0 -0.384
O 2.071703 6.847676 4.254827 0.0 0.0 0.0 0.119
C 2.364136 4.683535 5.135440 0.0 0.0 0.0 0.028
C 2.038444 3.395030 5.072506 0.0 0.0 0.0 0.021
C 1.073663 2.896491 4.063075 0.0 0.0 0.1 -0.387
O 0.779383 1.719859 3.996460 0.1 -0.1 -0.2 0.083
H -0.225958 3.493423 2.406842 -0.1 0.0 0.0 0.075
H 0.388632 5.912464 2.517571 0.0 0.0 0.0 0.123
H 3.066736 5.070587 5.862187 0.0 0.0 0.0 0.125
H 2.456145 2.655901 5.744040 0.0 0.0 0.0 0.123